[1]
{"formula": "C31H53F13IN3O4S2", "method": "ωB97M-V/def2-TZVPD", "molar_mass_g_mol": 969.79, "max_force_ha_per_bohr": 0.0227, "lumo_energy_ev": [0.41, 0.34], "multiplicity": 3, "de_lowest_ev": 0.000, "energy_ha": -4070.41334, "total_charge": 0, "elements": ["C", "C", "C", "I", "N", "C", "C", "C", "F", "F", "C", "F", "F", "C", "F", "F", "C", "F", "F", "S", "F", "F", "F", "F", "F", "C", "O", "O", "C", "C", "C", "S", "H", "H", "H", "H", "H", "H", "H", "H", "H", "H", "H", "H", "H", "H", "H", "H", "H", "C", "C", "C", "C", "C", "C", "N", "O", "C", "C", "C", "H", "H", "H", "H", "H", "H", "H", "H", "H", "H", "H", "H", "H", "H", "H", "H", "H", "H", "C", "C", "C", "C", "C", "C", "N", "O", "C", "C", "C", "H", "H", "H", "H", "H", "H", "H", "H", "H", "H", "H", "H", "H", "H", "H", "H", "H", "H"], "positions_angstrom": [[-3.99, 1.91, 6.10], [-4.95, 1.97, 4.91], [-4.50, 1.16, 3.70], [-2.52, 1.80, 3.06], [-5.48, 1.18, 2.63], [-5.70, -0.11, 1.97], [-4.44, -0.86, 1.51], [-4.74, -1.72, 0.29], [-5.97, -2.31, 0.38], [-4.72, -0.95, -0.84], [-3.70, -2.87, 0.12], [-2.45, -2.36, 0.26], [-3.91, -3.74, 1.14], [-3.80, -3.69, -1.23], [-3.84, -5.01, -0.96], [-4.96, -3.36, -1.85], [-2.67, -3.40, -2.28], [-3.12, -3.78, -3.48], [-2.42, -2.08, -2.31], [-1.04, -4.36, -2.00], [-1.38, -4.59, -0.47], [-0.25, -3.05, -1.61], [-0.64, -4.12, -3.52], [-1.80, -5.68, -2.40], [0.28, -5.20, -1.81], [-5.40, 2.24, 1.69], [-5.11, 2.10, 0.53], [-5.73, 3.40, 2.27], [-5.82, 4.54, 1.41], [-4.49, 5.25, 1.25], [-3.78, 5.67, 2.54], [-4.90, 6.26, 3.86], [-4.53, 2.07, 7.03], [-3.23, 2.69, 6.04], [-3.47, 0.95, 6.16], [-5.04, 3.01, 4.59], [-5.92, 1.59, 5.19], [-4.39, 0.12, 4.01], [-6.37, 0.05, 1.13], [-6.24, -0.73, 2.68], [-3.65, -0.17, 1.23], [-4.08, -1.51, 2.30], [-6.22, 4.24, 0.45], [-6.54, 5.20, 1.89], [-4.64, 6.13, 0.62], [-3.82, 4.58, 0.72], [-3.10, 6.48, 2.32], [-3.20, 4.85, 2.94], [-4.32, 5.63, 4.88], [2.56, -0.76, 0.93], [1.64, 0.47, 0.80], [2.04, 1.37, -0.37], [3.32, 2.17, -0.13], [3.20, 2.98, 1.16], [2.85, 2.12, 2.37], [1.63, 1.30, 2.05], [0.55, 1.99, 2.15], [4.05, 1.26, 2.77], [2.52, 3.00, 3.57], [0.22, -0.05, 0.55], [1.98, -1.68, 0.88], [3.30, -0.80, 0.12], [3.09, -0.80, 1.87], [1.23, 2.07, -0.57], [2.15, 0.75, -1.26], [4.19, 1.50, -0.09], [3.49, 2.84, -0.97], [4.13, 3.51, 1.37], [2.43, 3.74, 1.03], [3.78, 0.54, 3.54], [4.83, 1.91, 3.17], [4.50, 0.72, 1.94], [1.74, 3.72, 3.35], [3.42, 3.55, 3.86], [2.20, 2.40, 4.42], [-0.14, -0.63, 1.40], [0.25, -0.69, -0.33], [-0.49, 0.76, 0.36], [4.01, -4.15, -3.68], [3.66, -2.83, -2.96], [2.55, -2.06, -3.70], [3.00, -1.41, -5.00], [4.22, -0.51, -4.75], [5.37, -1.25, -4.08], [4.86, -1.94, -2.84], [4.76, -1.12, -1.85], [6.01, -2.24, -5.07], [6.46, -0.28, -3.66], [3.16, -3.19, -1.57], [3.89, -5.00, -3.01], [3.36, -4.33, -4.55], [5.04, -4.19, -4.02], [2.17, -1.28, -3.03], [1.72, -2.75, -3.88], [3.23, -2.17, -5.75], [2.19, -0.81, -5.41], [4.58, -0.09, -5.69], [3.92, 0.33, -4.12], [6.74, -2.87, -4.58], [6.53, -1.66, -5.84], [5.29, -2.87, -5.59], [6.08, 0.52, -3.03], [6.90, 0.17, -4.55], [7.26, -0.79, -3.11], [3.96, -3.66, -0.99], [2.34, -3.89, -1.65], [2.81, -2.32, -1.02]], "mulliken_spin": [0.000, 0.000, 0.000, 0.001, 0.000, 0.000, 0.000, 0.000, 0.000, 0.000, 0.000, 0.001, 0.000, 0.000, 0.000, 0.000, 0.000, 0.000, 0.000, 0.000, 0.000, 0.001, 0.000, 0.000, 0.000, 0.000, 0.000, 0.000, 0.000, 0.000, 0.000, 0.000, 0.000, 0.000, 0.000, 0.000, 0.000, 0.000, 0.000, 0.000, 0.000, 0.000, 0.000, 0.000, 0.000, 0.000, 0.000, 0.000, 0.000, 0.011, 0.026, 0.023, -0.025, 0.031, 0.027, 0.399, 0.514, 0.009, 0.001, -0.049, 0.008, 0.026, -0.028, -0.001, 0.024, 0.004, 0.001, -0.001, 0.007, -0.005, 0.000, 0.000, 0.003, 0.000, -0.001, -0.001, 0.002, 0.008, 0.016, 0.001, 0.022, -0.020, 0.025, 0.018, 0.439, 0.484, 0.010, -0.007, -0.033, 0.000, 0.001, -0.012, 0.005, 0.008, -0.001, 0.001, 0.002, 0.007, -0.010, 0.000, 0.000, 0.004, 0.000, 0.002, -0.008, 0.001, 0.027]}

---

[2]
{"formula": "C31H53N4O2SSi4TeW", "method": "ωB97M-V/def2-TZVPD", "molar_mass_g_mol": 969.64, "max_force_ha_per_bohr": 0.0313, "lumo_energy_ev": [-3.29, -3.43], "de_lowest_ev": 0.825, "energy_ha": -3473.58012, "total_charge": 1, "elements": ["W", "C", "C", "N", "O", "C", "C", "N", "O", "H", "H", "H", "H", "H", "H", "H", "S", "C", "C", "C", "C", "C", "C", "C", "C", "C", "N", "H", "H", "H", "H", "H", "H", "C", "N", "C", "C", "C", "C", "C", "C", "C", "C", "H", "H", "H", "H", "H", "H", "H", "H", "H", "H", "H", "H", "H", "C", "Si", "C", "C", "Si", "Te", "Si", "C", "C", "C", "Si", "C", "C", "C", "H", "H", "H", "H", "H", "H", "H", "H", "H", "H", "H", "H", "H", "H", "H", "H", "H", "H", "H", "H", "H", "H", "H", "H", "H", "H", "H"], "positions_angstrom": [[0.26, -0.18, -0.01], [1.69, -0.61, 4.14], [1.54, -0.38, 2.68], [0.33, -0.11, 2.11], [-0.73, -0.13, 3.00], [2.55, -0.39, 1.73], [3.97, -0.82, 1.85], [2.09, 0.19, 0.59], [2.12, -0.25, -0.71], [0.88, -1.23, 4.52], [1.70, 0.33, 4.71], [2.64, -1.12, 4.34], [-0.56, 0.59, 3.61], [4.20, -1.20, 2.84], [4.65, 0.00, 1.63], [4.18, -1.61, 1.12], [-0.76, 1.06, -4.32], [-0.80, -0.64, -4.35], [-0.54, -1.19, -3.13], [-0.33, -0.23, -2.10], [-0.41, 1.04, -2.64], [-0.10, 2.20, -1.84], [-0.12, 3.52, -2.29], [0.27, 4.53, -1.44], [0.69, 4.22, -0.15], [0.68, 2.90, 0.24], [0.28, 1.91, -0.58], [-0.99, -1.16, -5.28], [-0.48, -2.25, -2.97], [-0.43, 3.73, -3.31], [0.26, 5.55, -1.78], [1.02, 4.98, 0.53], [1.00, 2.59, 1.22], [-4.83, -3.22, 0.46], [-3.41, -2.77, 0.53], [-3.15, -2.18, 1.89], [-3.04, -1.85, -0.66], [-3.10, -0.41, -0.27], [-4.35, 0.19, -0.34], [-4.56, 1.46, 0.17], [-3.50, 2.11, 0.78], [-2.25, 1.50, 0.81], [-1.97, 0.24, 0.26], [-5.03, -3.91, 1.27], [-5.02, -3.70, -0.49], [-5.47, -2.34, 0.57], [-2.81, -3.59, 0.46], [-3.78, -1.31, 2.02], [-2.11, -1.90, 1.98], [-3.41, -2.94, 2.63], [-3.76, -2.09, -1.44], [-2.05, -2.15, -0.98], [-5.17, -0.34, -0.81], [-5.53, 1.93, 0.09], [-3.64, 3.09, 1.22], [-1.47, 2.05, 1.30], [0.04, -7.99, 2.05], [-0.12, -6.12, 2.19], [-1.84, -5.72, 2.84], [1.13, -5.42, 3.39], [0.29, -5.24, 0.05], [0.38, -2.73, 0.35], [2.52, -5.66, -0.64], [2.71, -4.93, -2.36], [2.90, -7.50, -0.67], [3.67, -4.82, 0.57], [-1.19, -6.05, -1.60], [-1.18, -5.02, -3.16], [-0.63, -7.80, -1.99], [-2.98, -6.11, -1.00], [0.10, -8.43, 3.05], [0.94, -8.29, 1.50], [-0.83, -8.43, 1.54], [-2.16, -6.50, 3.54], [-2.61, -5.66, 2.06], [-1.82, -4.78, 3.40], [0.86, -5.68, 4.42], [1.17, -4.33, 3.31], [2.14, -5.80, 3.20], [2.10, -5.48, -3.09], [3.75, -4.99, -2.68], [2.40, -3.88, -2.38], [2.15, -8.09, -1.21], [2.99, -7.91, 0.34], [3.86, -7.64, -1.16], [3.39, -3.78, 0.73], [4.70, -4.84, 0.19], [3.67, -5.32, 1.54], [-0.19, -4.95, -3.62], [-1.54, -4.01, -2.95], [-1.87, -5.47, -3.89], [0.34, -7.81, -2.50], [-1.36, -8.27, -2.67], [-0.55, -8.44, -1.10], [-3.45, -5.13, -1.11], [-3.10, -6.45, 0.04], [-3.55, -6.80, -1.63]], "mulliken_charge": [0.453, -1.693, 0.942, 1.155, -0.578, -0.138, -1.370, 0.391, -0.714, 0.362, 0.331, 0.434, 0.342, 0.380, 0.351, 0.246, -0.324, -0.439, -0.857, -0.243, 0.472, 1.324, -1.217, -0.452, -1.058, -0.034, -0.103, 0.508, 0.275, 0.464, 0.460, 0.468, 0.356, -1.032, 0.773, -0.950, 0.605, -0.339, -0.264, -1.026, -0.963, -0.389, 1.345, 0.366, 0.433, 0.404, -0.450, 0.434, 0.179, 0.428, 0.600, -1.068, 0.510, 0.431, 0.467, 0.351, -1.044, 0.514, -0.926, -0.937, 0.384, -1.757, 0.626, -0.941, -1.128, -0.623, 0.747, -0.793, -1.156, -0.849, 0.414, 0.245, 0.280, 0.460, 0.143, 0.251, 0.422, 0.093, 0.292, 0.239, 0.430, 0.267, 0.284, 0.308, 0.398, -0.301, 0.456, 0.293, 0.248, 0.059, 0.482, 0.262, 0.429, 0.309, -0.065, 0.299, 0.548]}